Record 1
C35H62Br2F2N5O2Si | wB97M-V/def2-TZVPD

* multiplicity: 3
* max |F|: 4.9 eV/A
* total energy: -7431.73913 hartree
* expectation value of S²: 2.0090
* lowest unoccupied orbital energy (spin up / spin down): -3.7 / -3.7 eV
* charge: +1
* HOMO-LUMO gap (spin up / spin down): 6.96 / 7.17 eV
* HOMO level (spin up / spin down): -0.391 / -0.398 hartree

Structure (XYZ):
```
109
Properties=species:S:1:pos:R:3:mulliken_charge:R:1
C 3.30083 2.97679 1.34754 -0.929
C 2.67599 3.69162 0.04567 -0.086
Br 2.12667 5.53806 0.66442 -0.111
C 1.30690 3.00850 -0.47596 -0.845
Br 0.88579 3.94214 -2.21737 0.004
C 1.43982 1.45090 -0.82342 0.371
C 1.51322 0.37636 0.38317 -0.571
N 0.67515 -0.84360 0.01919 -0.439
C -0.39785 -0.25046 -0.80711 0.350
N -1.62012 -0.71501 -1.05196 0.067
C -2.66935 -0.03528 -1.87157 0.816
F -2.19751 0.46898 -3.11052 -0.283
F -3.63713 -1.04745 -2.19896 -0.191
C -3.29267 1.14882 -0.97727 -1.225
C -3.07295 2.59403 -1.64065 0.002
Si -4.09993 3.84052 -0.54697 0.412
C -3.80176 5.60142 -1.23281 -1.120
C -3.54789 3.68731 1.29501 -1.045
C -5.91454 3.23764 -0.64360 0.453
C -6.46204 2.56624 -1.95806 -0.117
C -7.91712 2.02197 -2.07711 -0.580
C -8.81750 2.17253 -0.80870 -0.346
C -8.27987 2.84626 0.49420 -0.461
C -6.83009 3.38936 0.59894 -0.332
N 0.05384 1.05849 -1.35166 -0.107
H 4.05983 2.19813 0.96906 0.135
H 3.75291 3.71900 2.08188 0.486
H 2.47229 2.40195 1.91348 0.194
H 3.42601 3.85681 -0.80210 0.504
H 0.50314 3.26906 0.29161 0.492
H 2.11929 1.26528 -1.72645 0.357
H 1.16323 0.72859 1.40829 0.317
H 2.56889 -0.04774 0.29774 0.252
H 0.14312 -1.08821 0.87570 0.399
H -1.89193 -1.62230 -0.61919 0.031
H -4.41799 0.91043 -0.84671 0.497
H -2.87026 1.18562 0.09250 0.270
H -3.47013 2.69149 -2.70510 0.341
H -1.99970 2.98365 -1.60891 -0.104
H -3.06919 6.14048 -0.51457 0.296
H -4.75817 6.21856 -1.34920 0.347
H -3.26318 5.55569 -2.24285 0.306
H -4.19243 2.86589 1.76718 0.322
H -3.82221 4.65961 1.84618 0.339
H -2.42904 3.45476 1.30814 0.202
H -5.78223 2.43892 -2.88106 0.201
H -8.24738 1.53365 -3.04938 0.344
H -9.88819 1.76011 -0.87485 0.313
H -8.93430 2.93485 1.42552 0.311
H -6.44113 3.87866 1.54844 0.289
H -0.52649 1.67819 -0.73612 -0.196
C 9.76687 1.40672 0.91602 -1.826
C 8.48749 2.00999 1.56637 2.080
C 8.74108 3.34636 2.31697 -1.351
C 9.27078 3.24725 3.74311 -0.543
C 8.53356 2.18071 4.54418 -1.201
C 8.52046 0.82934 3.80333 1.615
N 7.91103 0.94611 2.44241 0.314
O 6.58190 1.19322 2.58669 -0.536
C 9.98082 0.31058 3.74794 -1.805
C 7.79864 -0.23229 4.66641 -1.815
C 7.61213 2.40448 0.34046 -1.850
H 9.92952 0.36407 1.18860 0.335
H 9.70093 1.37545 -0.17357 0.505
H 10.66776 1.97273 1.17504 0.351
H 7.79312 3.89446 2.38406 0.394
H 9.41173 3.98279 1.72891 0.358
H 10.34772 3.05302 3.73343 0.294
H 9.14969 4.21602 4.24033 0.413
H 9.01441 2.07431 5.52093 0.402
H 7.51211 2.52170 4.74953 0.339
H 10.03823 -0.66697 3.26210 0.376
H 10.38694 0.19728 4.75839 0.413
H 10.66843 0.98225 3.23501 0.379
H 6.75887 0.02655 4.88386 0.350
H 8.29957 -0.35016 5.63246 0.412
H 7.81136 -1.20741 4.17154 0.435
H 7.28806 1.52929 -0.22864 0.482
H 8.18906 3.04376 -0.33714 0.477
H 6.72918 2.98154 0.62362 0.191
C -3.58607 -7.31649 -2.86603 -1.737
C -5.04618 -6.88559 -2.53948 1.919
C -5.63412 -5.86157 -3.54911 -1.550
C -5.28174 -4.39462 -3.32797 -0.356
C -5.40022 -4.00327 -1.85950 -1.002
C -4.60502 -4.96474 -0.95532 1.674
N -5.03899 -6.38309 -1.13283 0.330
O -6.29631 -6.51200 -0.63196 -0.531
C -3.09940 -4.76930 -1.27297 -0.854
C -4.71908 -4.50949 0.51891 -1.659
C -5.86688 -8.18798 -2.77312 -1.877
H -2.91269 -7.21176 -2.01509 0.322
H -3.51446 -8.37699 -3.11533 0.503
H -3.16685 -6.75189 -3.70598 0.334
H -6.72851 -5.91904 -3.50742 0.424
H -5.36009 -6.14613 -4.57108 0.374
H -4.27625 -4.18606 -3.70781 0.240
H -5.95733 -3.76820 -3.92100 0.450
H -5.03976 -2.97798 -1.73532 0.172
H -6.45788 -3.98464 -1.57277 0.368
H -2.47279 -5.40112 -0.63786 0.456
H -2.80106 -3.72915 -1.09583 -0.710
H -2.83754 -4.97092 -2.31111 0.381
H -5.74856 -4.49927 0.88600 0.384
H -4.33427 -3.49081 0.63987 0.278
H -4.13043 -5.16011 1.17181 0.461
H -5.60602 -8.96939 -2.05532 0.462
H -5.66343 -8.57969 -3.77618 0.464
H -6.94413 -8.01913 -2.72627 0.360
```

=====

Record 2
C52H146N10O16 | wB97M-V/def2-TZVPD

* max |F|: 3.7 eV/A
* total energy: -3819.92616 hartree
* lowest unoccupied orbital energy: 0.5 eV
* HOMO-LUMO gap: 9.46 eV
* HOMO level: -0.328 hartree
* relative energy (zero: lowest compared OMol25 entry of this formula, charge and spin): 47.9 kcal per mole

Structure (XYZ):
```
224
Properties=species:S:1:pos:R:3:mulliken_charge:R:1
C 18.88512 16.56226 17.48461 -1.500
C 18.17941 17.85350 18.02772 0.280
C 18.32446 19.08788 17.10679 -0.805
O 17.96908 18.83012 15.76111 -0.323
C 17.71533 20.00627 14.91781 -1.113
N 16.85487 17.48675 18.31613 0.905
H 18.44204 16.35616 16.51030 0.196
H 18.69436 15.75152 18.18776 0.364
H 19.95855 16.74112 17.42246 0.451
H 18.63380 18.18828 18.96022 0.672
H 19.34333 19.47518 17.10699 0.427
H 17.60854 19.86422 17.37674 0.380
H 17.67213 19.72054 13.86681 0.207
H 18.48109 20.77274 15.03706 0.495
H 16.71276 20.40145 15.08145 0.530
H 16.40448 18.28374 18.74282 0.114
H 16.35928 17.58358 17.44142 -0.557
C 12.48620 9.64923 18.22575 -1.948
C 13.22240 11.02766 18.30864 1.172
C 13.97084 11.44430 17.01394 -1.241
O 14.66315 12.67590 17.18857 0.129
C 15.54095 13.00862 16.08519 -0.755
N 12.34054 12.01330 18.95109 2.083
H 12.02978 9.46416 17.25337 0.366
H 11.81656 9.46864 19.06662 0.322
H 13.28957 8.95771 18.47967 0.497
H 14.03833 10.89296 19.01872 0.276
H 13.32808 11.62280 16.15192 0.259
H 14.71855 10.70614 16.72385 0.526
H 16.08350 13.94128 16.23978 0.013
H 14.91982 13.12804 15.19747 0.336
H 16.33585 12.26950 15.98560 0.319
H 12.82090 12.84522 18.63923 -1.299
H 11.46978 12.10800 18.44819 -0.312
C 10.90200 14.88540 25.97021 -0.918
C 12.06827 15.47610 26.73426 0.631
C 12.33437 16.97850 26.46339 0.385
O 11.20522 17.74368 26.84725 -0.401
C 11.20541 19.08556 26.25328 -0.586
N 11.89017 15.29062 28.15606 -0.840
H 9.93014 15.32806 26.18846 0.475
H 10.73047 13.84810 26.25777 0.517
H 11.05980 14.95174 24.89373 -0.394
H 12.96097 14.90916 26.47016 -0.053
H 12.34073 17.03606 25.37493 -0.592
H 13.28182 17.31378 26.88533 0.487
H 10.47765 19.68036 26.80525 0.291
H 10.84151 19.13127 25.22683 0.083
H 12.19969 19.53220 26.25683 0.338
H 10.92889 15.54294 28.33598 0.352
H 12.28423 16.07778 28.65123 0.316
C 7.76491 13.49062 16.47575 -1.606
C 8.71565 12.97920 17.65768 1.105
C 8.22447 11.62030 18.29190 -0.952
O 8.02731 10.54112 17.34769 -0.381
C 7.52360 9.38414 17.95933 -0.789
N 10.07331 12.75046 17.21496 0.213
H 7.51337 12.72054 15.74650 0.350
H 8.17523 14.35416 15.95225 0.271
H 6.83589 13.85124 16.91732 0.490
H 8.78103 13.68036 18.48965 -0.336
H 7.28336 11.80852 18.80861 0.616
H 9.00486 11.36048 19.00714 0.363
H 6.65285 9.63789 18.56390 0.349
H 8.34971 8.86082 18.44075 0.238
H 7.19431 8.77030 17.12096 0.260
H 10.44926 13.54762 16.72173 -0.167
H 9.99059 12.09824 16.44823 0.231
C 9.51043 17.35369 23.02277 -1.138
C 8.78842 17.83096 21.76362 1.085
C 8.73604 16.77670 20.65156 0.149
O 8.20230 17.43583 19.53613 -0.365
C 8.35569 16.60941 18.39811 -0.588
N 7.42389 18.23995 22.16062 -0.734
H 9.54392 18.13442 23.78266 0.481
H 10.54161 17.09298 22.78443 -0.376
H 9.09393 16.43636 23.43885 0.403
H 9.38015 18.65004 21.35490 -0.414
H 8.12641 15.91516 20.92397 0.356
H 9.75117 16.40470 20.51285 -0.330
H 7.88350 15.63812 18.54543 0.418
H 9.38607 16.47130 18.07048 -0.002
H 7.86260 17.11774 17.56952 0.346
H 6.83983 18.17091 21.33952 0.352
H 7.00138 17.55514 22.77104 0.320
C 10.02233 25.32562 19.03801 -1.762
C 10.14418 24.06136 18.21714 1.515
C 9.65327 22.85382 19.04968 -1.202
O 9.85157 21.66458 18.34072 0.108
C 9.51101 20.56664 19.11640 -1.024
N 9.38659 24.31644 17.02249 -0.749
H 9.00955 25.66010 19.26269 0.388
H 10.36654 26.21056 18.50277 0.430
H 10.69009 25.23002 19.89420 0.369
H 11.21084 23.90958 18.05191 -0.342
H 8.66458 22.99810 19.48531 0.476
H 10.23383 22.91086 19.97044 0.367
H 9.54003 19.68986 18.46947 0.041
H 8.53707 20.60528 19.60430 0.501
H 10.28923 20.37334 19.85472 0.357
H 9.81158 25.02064 16.43633 0.291
H 9.40498 23.42328 16.55129 0.225
C 12.84767 21.85558 16.94331 -2.009
C 13.47661 20.84182 15.96837 1.051
C 14.04864 21.42996 14.67011 -0.804
O 15.09432 22.39880 14.88132 -0.449
C 15.58471 22.88210 13.58809 -0.780
N 14.52162 20.18390 16.57029 2.330
H 11.97561 22.31104 16.47407 0.534
H 13.48664 22.71602 17.14196 0.700
H 12.62105 21.43806 17.92434 0.131
H 12.64898 20.15114 15.80688 -0.990
H 13.23559 21.81100 14.05218 0.952
H 14.42360 20.63568 14.02463 -0.130
H 16.33303 23.66578 13.70624 0.297
H 14.82116 23.32798 12.95069 0.318
H 16.05099 22.06726 13.03427 0.229
H 14.33019 19.64131 17.40038 -1.436
H 15.14242 20.92618 16.85965 0.381
C 13.41480 17.65462 13.72261 -0.796
C 14.90395 17.23796 13.85879 0.513
C 15.79354 17.92090 12.74047 -0.736
O 15.47613 17.40242 11.46640 -0.398
C 16.47139 17.74983 10.46569 -0.789
N 15.32326 17.63533 15.21357 0.815
H 12.99678 17.59346 12.71781 0.671
H 13.30728 18.68578 14.05913 -0.207
H 12.85517 17.00796 14.39845 -0.064
H 14.98451 16.17574 13.62802 0.264
H 16.85009 17.73312 12.93162 0.598
H 15.68610 19.00286 12.66359 0.124
H 16.50159 18.81360 10.22996 0.304
H 16.20814 17.21966 9.55041 0.283
H 17.50339 17.50710 10.71901 0.308
H 15.07830 18.58389 15.45917 -0.859
H 16.32643 17.69300 15.31563 -0.079
C 12.33505 17.77934 18.40190 -0.731
C 12.97665 16.36264 18.24419 1.798
C 12.31791 15.24190 19.10198 1.713
O 12.13738 15.58096 20.49228 0.524
C 11.75876 14.50746 21.40822 0.049
N 13.08067 16.01140 16.84721 0.753
H 12.99124 18.49510 17.90672 -0.996
H 12.24434 18.03080 19.45861 0.062
H 11.32122 17.72254 18.00565 -0.074
H 14.01368 16.48074 18.55842 -0.812
H 12.99106 14.39128 18.99529 -1.696
H 11.36790 15.00104 18.62493 -0.196
H 12.56731 13.77954 21.34138 -0.272
H 10.80428 14.04976 21.14824 0.443
H 11.71623 14.91356 22.41885 -0.431
H 13.58423 15.14364 16.73099 0.162
H 13.68703 16.68584 16.40275 -1.060
C 13.42732 18.48312 23.13043 -0.053
C 14.60356 17.70304 22.56769 0.261
C 15.02585 16.38224 23.31895 -1.404
O 13.90917 15.57330 23.68768 0.540
C 14.32062 14.40928 24.32402 -1.124
N 14.19616 17.38294 21.23622 1.933
H 13.19740 19.23412 22.37464 -0.285
H 13.78619 19.05372 23.98702 0.480
H 12.53080 17.88266 23.28476 -0.685
H 15.45283 18.37726 22.45683 0.635
H 15.48670 16.59420 24.28373 0.583
H 15.78899 15.82702 22.77356 0.501
H 14.81607 13.74842 23.61277 0.191
H 13.49195 13.83428 24.73728 0.240
H 15.04910 14.59598 25.11304 0.371
H 13.39408 16.77713 21.33502 -1.488
H 14.81713 16.73332 20.77526 -0.424
C 9.79060 18.72890 14.77980 -1.105
C 9.71725 20.05960 15.49379 0.820
O 9.55589 21.12784 14.62159 -0.547
H 10.60261 18.74846 14.05292 0.393
H 8.95386 18.49500 14.12158 0.556
H 9.90719 17.91744 15.49817 0.029
H 10.68384 20.13280 15.99223 -0.762
H 8.91035 20.07842 16.22637 0.268
H 8.77920 20.88718 14.11126 0.365
C 13.75113 9.45942 22.09771 -1.340
C 13.31087 10.92414 22.20025 0.661
O 12.08807 11.12412 21.51998 -0.466
H 14.70649 9.22247 22.56594 0.425
H 13.81874 9.10307 21.06982 0.146
H 13.07341 8.73686 22.55236 0.337
H 14.00967 11.52090 21.61404 -0.449
H 13.29841 11.43284 23.16419 0.324
H 12.28088 11.35352 20.60795 0.209
C 15.67056 13.58638 20.71429 0.246
C 16.22573 14.45904 19.62042 0.396
O 16.95548 15.51594 20.19446 -0.663
H 15.00139 12.84822 20.27221 -0.690
H 15.03668 14.20570 21.34890 -0.677
H 16.42706 13.07808 21.31216 0.640
H 15.35674 14.77438 19.04292 -0.593
H 16.89182 13.87874 18.98191 0.757
H 16.96184 16.22315 19.54530 0.132
C 14.37536 21.62184 20.58495 -0.786
C 15.55282 20.71644 20.30916 -0.425
O 15.10866 19.54198 19.59302 -0.174
H 13.49613 21.15994 21.03405 0.084
H 14.03562 22.07824 19.65523 0.025
H 14.69531 22.40770 21.26917 0.482
H 15.99103 20.36726 21.24411 0.323
H 16.34242 21.15878 19.70173 0.463
H 14.56830 19.03458 20.20306 -0.480
C 10.65432 13.46522 13.51465 -1.400
C 11.69760 13.91110 14.60667 0.957
O 10.99062 14.69230 15.58310 -0.573
H 10.14558 14.36068 13.15767 0.307
H 9.93184 12.75358 13.91428 0.226
H 11.18734 13.02316 12.67288 0.422
H 12.56597 14.47388 14.26415 0.145
H 12.13288 13.02172 15.06233 -0.630
H 11.64404 15.26630 15.98950 -0.054
C 8.45864 11.85112 24.31509 -1.448
C 9.69232 12.19602 23.56149 0.719
O 9.54245 11.84896 22.23409 -0.433
H 8.83674 11.83652 25.33730 0.378
H 8.04398 10.86252 24.11809 0.373
H 7.70592 12.62366 24.15789 0.320
H 10.50951 11.69674 24.08209 0.135
H 9.89648 13.26080 23.67398 -0.209
H 10.43016 11.84338 21.86865 0.292
```

=====

Which of these has the lowest max |F|? C52H146N10O16

=====

total energy of number 1 (C35H62Br2F2N5O2Si)? -7431.73913 hartree